# 1
The following is a DFT calculation (ωB97M-V with the def2-TZVPD basis set) of a cluster of 2 separate species, C9H15NOSi in total.

Calculated values
Kohn-Sham gap (alpha / beta) ... 6.206 / 6.559 eV
Energy above the lowest of the compared OMol25 structures with the same formula, charge and spin ... 0.0 kcal/mol
E_LUMO (alpha / beta) ... -0.297 / -0.074 eV
HOMO level (alpha / beta) ... -0.239 / -0.244 hartree
Electronic energy ... -20990.81745 eV

Each line ends with the natural charge from an NBO analysis.
Element x y z (Å)
C (3.61, 1.16, 0.34)  -0.21
C (2.60, 1.85, -0.31)  -0.24
C (3.49, -0.20, 0.54)  -0.21
C (1.47, 1.17, -0.74)  -0.15
C (2.36, -0.87, 0.10)  -0.22
C (1.32, -0.20, -0.53)  -0.50
C (-1.92, -2.45, 0.71)  -0.44
C (-0.85, -0.58, 1.64)  -0.07
C (-3.58, 2.63, -0.97)  -0.85
N (-0.92, -1.41, 0.62)  -0.59
O (0.02, -2.53, -1.68)  -1.11
Si (-0.30, -1.06, -1.03)  1.18
H (4.48, 1.69, 0.69)  0.21
H (2.68, 2.91, -0.47)  0.21
H (4.29, -0.75, 1.04)  0.21
H (0.68, 1.72, -1.23)  0.21
H (2.28, -1.94, 0.29)  0.19
H (-2.93, -2.03, 0.78)  0.21
H (-1.86, -3.07, -0.18)  0.24
H (-1.74, -3.06, 1.59)  0.21
H (-1.57, -0.61, 2.44)  0.18
H (-0.08, 0.16, 1.64)  0.20
H (-3.86, 1.68, -1.42)  0.22
H (-4.42, 3.02, -0.41)  0.21
H (-2.74, 2.47, -0.30)  0.21
H (-3.30, 3.33, -1.75)  0.21
H (0.77, -3.06, -1.39)  0.48

# 2
The following is a DFT calculation (ωB97M-V with the def2-TZVPD basis set) of a structure of composition C9H15O11RbS.

Calculated values
Kohn-Sham gap ... 3.793 eV
Energy above the lowest of the compared OMol25 structures with the same formula, charge and spin ... 0.0 kcal/mol
E_LUMO ... 3.256 eV
HOMO level ... -0.020 hartree
Net charge ... -2
Electronic energy ... -43590.04669 eV

Each line ends with the Mulliken charge.
Element x y z (Å)
Rb (-0.97, 0.75, 1.36)  0.89
C (-4.08, 2.53, 0.93)  -0.57
O (-2.83, 2.78, 0.38)  -0.68
H (-4.46, 3.44, 1.43)  0.19
H (-4.80, 2.16, 0.17)  0.16
H (-4.01, 1.72, 1.69)  0.00
S (1.80, 2.70, 2.18)  1.17
O (1.83, 1.47, 1.36)  -0.73
O (2.97, 2.78, 3.06)  -0.79
O (1.76, 3.87, 1.25)  -0.77
O (0.53, 2.67, 2.93)  -0.81
C (1.47, 2.19, -1.60)  -1.21
C (0.01, 2.41, -1.90)  1.40
C (-0.45, 3.87, -2.03)  -0.34
O (-0.72, 4.02, -3.46)  -0.38
C (-0.68, 2.83, -4.05)  0.61
O (-0.93, 2.66, -5.22)  -0.65
O (-0.35, 1.86, -3.21)  -0.38
H (1.63, 1.24, -1.09)  0.28
H (1.81, 2.97, -0.91)  0.26
H (2.14, 2.25, -2.46)  0.33
H (-0.63, 1.91, -1.19)  -0.46
H (0.36, 4.56, -1.82)  0.25
H (-1.37, 4.05, -1.48)  0.23
C (2.07, -5.90, 1.31)  -1.42
C (1.11, -4.96, 0.61)  0.50
C (-0.38, -5.23, 0.84)  -0.39
O (-0.92, -3.97, 1.19)  -0.32
C (0.06, -3.07, 1.34)  0.56
O (-0.08, -1.95, 1.68)  -0.45
O (1.27, -3.61, 1.04)  -0.33
H (1.76, -6.93, 1.17)  0.37
H (1.98, -5.73, 2.39)  0.35
H (3.10, -5.77, 1.00)  0.35
H (1.38, -4.99, -0.45)  0.23
H (-0.56, -5.96, 1.63)  0.28
H (-0.83, -5.61, -0.08)  0.28

# 3
The following is a DFT calculation (ωB97M-V with the def2-TZVPD basis set) of an isolated molecule of C9H16BNO3.

Calculated values
SMILES ... CC1(C)OB([C@H]2N=CCO2)OC1(C)C
Kohn-Sham gap ... 9.886 eV
Energy above the lowest of the compared OMol25 structures with the same formula, charge and spin ... 0.0 kcal/mol
E_LUMO ... 0.702 eV
HOMO level ... -0.338 hartree
Electronic energy ... -17901.71064 eV

Each line ends with the natural charge from an NBO analysis.
Element x y z (Å)
C (1.14, 1.34, 2.39)  -0.62
C (0.15, 0.66, 1.38)  0.25
C (-1.14, 0.39, 2.13)  -0.66
O (0.75, -0.54, 1.02)  -0.70
B (0.55, -0.72, -0.29)  1.09
C (0.74, -2.28, -0.89)  -0.06
N (-0.53, -2.86, -0.62)  -0.39
C (-1.08, -3.20, -1.69)  0.06
C (-0.21, -2.97, -2.89)  -0.13
O (0.97, -2.56, -2.24)  -0.53
O (-0.14, 0.27, -0.88)  -0.69
C (-0.04, 1.35, 0.03)  0.20
C (1.22, 2.07, -0.37)  -0.64
C (-1.16, 2.34, -0.13)  -0.63
H (1.33, 0.48, 2.98)  0.23
H (0.63, 2.23, 2.81)  0.21
H (2.07, 1.58, 1.77)  0.22
H (-0.95, -0.43, 2.89)  0.23
H (-1.88, -0.28, 1.58)  0.23
H (-1.50, 1.30, 2.55)  0.22
H (1.36, -3.00, -0.38)  0.21
H (-2.07, -3.66, -1.57)  0.20
H (-0.02, -3.89, -3.53)  0.19
H (-0.73, -2.20, -3.61)  0.17
H (1.11, 2.27, -1.50)  0.23
H (2.06, 1.44, -0.41)  0.21
H (1.49, 2.96, 0.28)  0.22
H (-2.19, 1.99, 0.05)  0.23
H (-1.12, 2.59, -1.22)  0.23
H (-0.84, 3.32, 0.37)  0.22